Record 1
{
  "formula": "C5H4N2O",
  "method": "wB97M-V/def2-TZVPD",
  "symbols": ["N", "C", "C", "C", "C", "C", "N", "O", "H", "H", "H", "H"],
  "positions_angstrom": [[3.210, -0.442, -0.345], [1.843, -0.683, -0.613], [0.448, -0.548, -0.193], [0.387, 0.293, 0.916], [-0.299, 0.726, -0.383], [-1.577, 0.143, -0.604], [-1.767, -1.077, -0.235], [-0.338, -1.704, 0.123], [1.184, 0.905, 1.182], [-0.301, 0.065, 1.881], [-0.137, 1.659, -1.097], [-2.653, 0.664, -0.633]],
  "molar_mass_g_mol": 108.10,
  "lumo_energy_ev": -0.28,
  "gap_ev": 9.92,
  "relative_energy_kj_mol": 732.1,
  "total_charge": 0,
  "total_energy_ev": -10269.175
}

Record 2
{
  "formula": "C29H49N3OsP2S",
  "method": "wB97M-V/def2-TZVPD",
  "symbols": ["Os", "C", "C", "C", "P", "C", "C", "C", "C", "C", "C", "C", "C", "C", "C", "N", "C", "C", "C", "C", "C", "C", "C", "P", "C", "C", "C", "C", "C", "C", "H", "H", "H", "H", "H", "H", "H", "H", "H", "H", "H", "H", "H", "H", "H", "H", "H", "H", "H", "H", "H", "H", "H", "H", "H", "H", "H", "H", "H", "H", "H", "H", "H", "H", "H", "H", "H", "H", "H", "H", "C", "N", "C", "S", "N", "C", "H", "H", "H", "H", "H", "H", "H", "H", "H"],
  "positions_angstrom": [[0.000, 0.000, 0.000], [5.115, 1.083, 0.046], [4.020, 0.074, -0.293], [4.430, -1.343, 0.114], [2.291, 0.471, 0.168], [2.142, 2.310, 0.030], [2.254, 2.741, -1.439], [0.818, 2.845, 0.582], [1.991, 0.168, 2.044], [3.112, 0.196, 2.901], [3.032, -0.136, 4.259], [4.254, -0.131, 5.124], [1.811, -0.557, 4.770], [0.674, -0.569, 3.960], [0.687, -0.143, 2.618], [-0.425, -0.097, 1.856], [-1.759, -0.087, 2.058], [-2.339, 0.220, 3.303], [-3.715, 0.161, 3.533], [-4.583, -0.192, 2.508], [-6.061, -0.251, 2.741], [-4.057, -0.400, 1.227], [-2.676, -0.316, 0.948], [-2.126, -0.432, -0.891], [-3.491, 0.048, -2.016], [-4.603, -0.963, -2.286], [-4.067, 1.428, -1.691], [-1.893, -2.252, -1.128], [-0.930, -2.869, -0.110], [-1.347, -2.536, -2.534], [6.081, 0.737, -0.341], [5.244, 1.255, 1.114], [4.930, 2.057, -0.417], [3.986, 0.058, -1.392], [4.578, -1.441, 1.193], [5.376, -1.619, -0.367], [3.683, -2.084, -0.192], [2.951, 2.781, 0.599], [1.439, 2.324, -2.044], [3.197, 2.424, -1.896], [2.205, 3.832, -1.525], [-0.046, 2.378, 0.098], [0.742, 3.927, 0.419], [0.736, 2.687, 1.662], [4.082, 0.465, 2.517], [5.029, 0.524, 4.713], [4.660, -1.144, 5.207], [4.015, 0.241, 6.127], [1.722, -0.886, 5.800], [-0.245, -0.954, 4.392], [-1.707, 0.545, 4.124], [-4.089, 0.397, 4.524], [-6.286, -0.474, 3.789], [-6.517, -1.042, 2.136], [-6.521, 0.707, 2.479], [-4.759, -0.614, 0.437], [-2.984, 0.169, -2.984], [-5.179, -1.235, -1.402], [-4.215, -1.892, -2.715], [-5.312, -0.559, -3.018], [-4.673, 1.424, -0.781], [-4.715, 1.771, -2.506], [-3.278, 2.177, -1.567], [-2.858, -2.756, -1.015], [0.049, -2.377, -0.123], [-0.768, -3.931, -0.328], [-1.327, -2.816, 0.908], [-0.359, -2.082, -2.681], [-2.003, -2.155, -3.321], [-1.242, -3.615, -2.695], [-0.090, 4.218, -4.699], [-0.018, 3.248, -3.632], [-0.140, 3.380, -2.303], [-0.083, 2.001, -1.363], [-0.304, 4.561, -1.688], [-0.328, 5.910, -2.200], [0.021, 3.690, -5.650], [0.721, 4.941, -4.595], [-1.061, 4.716, -4.677], [0.095, 2.282, -3.920], [-0.373, 4.470, -0.680], [-1.174, 6.032, -2.880], [0.613, 6.126, -2.709], [-0.446, 6.595, -1.357], [0.507, -1.323, -0.985]],
  "molar_mass_g_mol": 723.98,
  "lumo_energy_ev": [-5.35, -7.80],
  "spin_multiplicity": 5,
  "gap_ev": [6.58, 4.49],
  "total_charge": 2,
  "total_energy_ev": -67195.571,
  "s_squared": 6.03
}

Record 3
{
  "formula": "C30H49BrMgN2O4SSi3",
  "method": "wB97M-V/def2-TZVPD",
  "symbols": ["Mg", "O", "C", "C", "C", "C", "C", "C", "C", "O", "N", "N", "C", "C", "Br", "C", "C", "C", "C", "C", "C", "C", "H", "H", "H", "H", "H", "H", "H", "H", "H", "H", "H", "H", "H", "H", "C", "O", "Si", "C", "C", "C", "Si", "C", "C", "C", "Si", "C", "C", "C", "H", "H", "H", "H", "H", "H", "H", "H", "H", "H", "H", "H", "H", "H", "H", "H", "H", "H", "H", "H", "H", "H", "H", "H", "H", "H", "H", "O", "S", "C", "C", "C", "C", "H", "H", "H", "H", "H", "H", "H", "H"],
  "positions_angstrom": [[-0.629, -0.054, -0.437], [-3.899, 1.746, -1.443], [-3.669, 2.641, -2.423], [-4.739, 3.339, -2.973], [-4.523, 4.254, -3.990], [-3.244, 4.480, -4.475], [-2.175, 3.793, -3.917], [-2.368, 2.884, -2.889], [-1.178, 2.222, -2.195], [-1.317, 0.919, -1.870], [-0.918, 3.014, -0.937], [-0.922, 2.398, 0.210], [-0.697, 2.994, 1.323], [-0.492, 2.243, 2.542], [-1.111, 0.435, 2.476], [0.077, 2.753, 3.641], [0.531, 2.060, 4.856], [1.214, 0.843, 4.779], [1.697, 0.224, 5.919], [1.516, 0.813, 7.162], [0.861, 2.033, 7.251], [0.384, 2.655, 6.110], [-3.088, 1.188, -1.401], [-5.734, 3.147, -2.590], [-5.364, 4.790, -4.412], [-3.078, 5.190, -5.274], [-1.167, 3.966, -4.282], [-0.290, 2.401, -2.828], [-0.869, 4.023, -0.992], [-0.528, 4.072, 1.376], [0.257, 3.826, 3.620], [1.386, 0.387, 3.814], [2.224, -0.717, 5.829], [1.892, 0.330, 8.054], [0.728, 2.505, 8.216], [-0.124, 3.610, 6.186], [-4.008, -1.389, -0.360], [-2.581, -1.326, -0.367], [-1.674, -2.729, -0.144], [-2.426, -4.195, -1.078], [-1.932, -3.201, 1.676], [-0.033, -2.125, -0.721], [0.145, -2.165, -2.590], [0.828, -3.832, -3.190], [-1.437, -1.835, -3.579], [1.372, -0.839, -3.208], [1.330, -2.960, 0.219], [1.200, -4.856, 0.235], [1.391, -2.485, 2.060], [3.073, -2.591, -0.472], [-4.356, -2.140, -1.074], [-4.419, -0.424, -0.638], [-4.377, -1.656, 0.636], [-3.363, -4.537, -0.633], [-1.720, -5.030, -1.042], [-2.611, -3.973, -2.130], [-2.972, -3.493, 1.840], [-1.709, -2.377, 2.358], [-1.307, -4.050, 1.960], [0.165, -4.651, -2.898], [1.814, -4.030, -2.760], [0.928, -3.851, -4.278], [-2.100, -2.701, -3.613], [-1.188, -1.574, -4.610], [-1.985, -0.997, -3.147], [2.413, -1.158, -3.116], [1.230, 0.087, -2.644], [1.192, -0.614, -4.262], [0.261, -5.186, 0.688], [2.018, -5.297, 0.812], [1.245, -5.271, -0.774], [0.508, -2.843, 2.591], [1.443, -1.405, 2.197], [2.267, -2.929, 2.541], [3.497, -3.489, -0.926], [3.759, -2.265, 0.314], [3.045, -1.822, -1.246], [1.197, 0.738, 0.020], [2.563, 0.675, 0.628], [3.771, 0.828, -0.751], [4.310, 2.253, -0.768], [4.312, 2.717, 0.687], [2.927, 2.380, 1.210], [3.237, 0.536, -1.653], [4.557, 0.101, -0.546], [3.658, 2.901, -1.357], [5.306, 2.290, -1.210], [4.522, 3.783, 0.779], [5.073, 2.174, 1.253], [2.157, 3.003, 0.753], [2.837, 2.418, 2.294]],
  "molar_mass_g_mol": 722.27,
  "lumo_energy_ev": 0.07,
  "gap_ev": 7.81,
  "relative_energy_kj_mol": 8.9,
  "total_charge": 0,
  "total_energy_ev": -153036.187
}

Record 4
{
  "formula": "C39H42Br39NO5S",
  "method": "wB97M-V/def2-TZVPD",
  "symbols": ["C", "C", "O", "O", "C", "C", "C", "C", "C", "C", "C", "C", "C", "O", "C", "C", "C", "C", "C", "C", "C", "C", "C", "C", "C", "S", "C", "C", "C", "O", "N", "C", "O", "H", "H", "H", "H", "H", "H", "H", "H", "H", "H", "H", "H", "H", "H", "H", "H", "H", "H", "H", "H", "H", "H", "H", "H", "H", "H", "H", "H", "H", "C", "Br", "Br", "Br", "H", "C", "Br", "Br", "Br", "H", "C", "Br", "Br", "Br", "H", "C", "Br", "Br", "Br", "H", "C", "Br", "Br", "Br", "H", "C", "Br", "Br", "Br", "H", "C", "Br", "Br", "Br", "H", "C", "Br", "Br", "Br", "H", "C", "Br", "Br", "Br", "H", "C", "Br", "Br", "Br", "H", "C", "Br", "Br", "Br", "H", "C", "Br", "Br", "Br", "H", "C", "Br", "Br", "Br", "H"],
  "positions_angstrom": [[8.013, -0.823, 2.090], [8.751, -0.680, 0.629], [9.647, 0.280, 0.304], [8.392, -1.643, -0.460], [6.950, -1.332, -0.707], [6.670, -1.627, -2.297], [5.082, -1.520, -2.695], [4.344, -0.137, -2.117], [2.916, -0.029, -2.921], [1.615, 0.304, -1.982], [0.540, 1.477, -2.452], [0.659, 2.371, -3.828], [1.809, 3.543, -3.689], [2.532, 3.934, -4.746], [2.104, 4.279, -2.220], [3.670, 4.467, -1.738], [4.109, 5.186, -0.310], [2.895, 5.737, 0.655], [1.294, 5.570, 0.202], [0.871, 4.821, -1.228], [-0.767, 1.739, -1.493], [-1.017, 0.856, -0.095], [-2.356, 1.061, 0.876], [-3.483, -0.015, 0.269], [-3.100, -1.584, 0.555], [-4.482, -2.785, 0.008], [0.063, -0.283, 0.374], [1.357, -0.534, -0.599], [2.156, -1.751, 0.144], [3.261, -2.439, -0.149], [1.370, -2.156, 1.406], [0.137, -1.283, 1.671], [-0.630, -1.368, 2.776], [7.033, -1.465, 2.083], [7.720, 0.270, 2.427], [8.766, -1.347, 2.817], [6.347, -2.110, -0.072], [6.767, -0.211, -0.418], [7.385, -0.987, -3.005], [6.980, -2.764, -2.486], [5.048, -1.404, -3.883], [4.470, -2.496, -2.459], [5.104, 0.745, -2.372], [4.224, -0.137, -0.949], [3.031, 0.897, -3.665], [2.764, -0.968, -3.642], [-0.366, 2.849, -4.132], [0.956, 1.631, -4.714], [4.535, 4.092, -2.458], [5.227, 5.336, 0.036], [3.215, 6.275, 1.651], [0.462, 5.995, 0.929], [-0.270, 4.683, -1.532], [-1.584, 2.551, -1.767], [-2.835, 2.128, 0.736], [-2.168, 0.757, 1.990], [-3.431, 0.129, -0.915], [-4.585, 0.285, 0.570], [-2.151, -1.925, -0.040], [-2.987, -1.762, 1.727], [-4.261, -3.142, -1.362], [1.983, -2.027, 2.243], [-2.203, -5.523, -2.123], [-1.200, -3.912, -1.697], [-1.955, -6.063, -3.975], [-1.804, -6.972, -0.888], [-3.264, -5.281, -2.000], [6.854, -6.081, -2.769], [8.346, -6.776, -3.805], [7.457, -5.047, -1.235], [5.610, -5.075, -3.876], [6.306, -6.945, -2.377], [-7.849, -0.432, 2.209], [-8.573, -2.070, 1.450], [-5.991, -0.642, 2.745], [-8.092, 1.087, 1.018], [-8.422, -0.221, 3.118], [6.232, -6.785, -7.501], [6.399, -5.019, -8.300], [4.514, -7.604, -7.907], [7.718, -7.942, -7.987], [6.274, -6.650, -6.415], [3.131, -5.654, 2.411], [2.994, -4.469, 3.948], [4.723, -5.289, 1.355], [3.020, -7.526, 2.929], [2.268, -5.448, 1.770], [-6.612, 5.133, 2.698], [-5.954, 3.324, 2.977], [-6.225, 5.776, 0.904], [-8.503, 5.290, 3.131], [-6.070, 5.782, 3.394], [-7.268, 4.675, 7.310], [-7.101, 6.441, 6.512], [-8.986, 3.856, 6.905], [-5.782, 3.518, 6.824], [-7.226, 4.810, 8.396], [7.081, 6.238, -3.078], [7.179, 7.172, -4.782], [5.263, 6.181, -2.388], [7.873, 4.464, -3.178], [7.676, 6.814, -2.363], [9.739, -6.633, -11.785], [10.454, -8.421, -12.060], [7.804, -6.650, -11.582], [10.614, -5.723, -10.305], [9.960, -6.057, -12.690], [-10.395, 1.621, -2.815], [-9.419, -0.045, -2.582], [-12.205, 1.505, -2.111], [-9.426, 3.137, -2.076], [-10.482, 1.793, -3.893], [-4.254, 2.889, 10.562], [-4.287, 4.823, 10.360], [-6.047, 2.134, 10.599], [-3.138, 2.039, 9.215], [-3.798, 2.677, 11.535], [-14.539, -0.515, 1.045], [-12.596, -0.572, 1.104], [-15.203, -0.349, -0.776], [-15.336, -2.029, 1.971], [-14.849, 0.388, 1.581], [-8.700, 3.491, 13.655], [-9.424, 1.853, 12.896], [-6.842, 3.282, 14.191], [-8.944, 5.010, 12.465], [-9.273, 3.702, 14.564]],
  "molar_mass_g_mol": 3753.09,
  "lumo_energy_ev": -1.86,
  "gap_ev": 6.72,
  "total_charge": 0,
  "total_energy_ev": -2795314.091
}